Below is a structure of composition C47H51BF3N5O6P2SSeTi, with properties calculated with ωB97M-V/def2-TZVPD.

Results
highest occupied orbital energy (alpha / beta): 0.1 / -1.1 eV
energy relative to the best compared isomer or geometry (same formula, charge and spin): 0.0 kcal/mol
electronic energy: -7203.3122 Ha

Geometry as ORCA input:
```
! wB97M-V def2-TZVPD RIJCOSX def2/J DEFGRID3
* xyz -2 3
Ti 0.5538 -0.1292 0.2204
C -5.8357 -1.4883 -6.2606
S -5.3773 0.2327 -6.5145
C -3.7202 0.2230 -5.7933
C -3.6742 -0.0696 -4.3012
C -2.2215 -0.1582 -3.8387
N -1.9965 -0.1803 -2.3886
P -2.3992 -1.4320 -1.2747
C -4.2209 -1.5780 -1.6072
C -4.9960 -0.5014 -1.1795
C -6.3650 -0.4773 -1.3901
C -6.9887 -1.5616 -1.9996
C -6.2368 -2.6649 -2.3762
C -4.8599 -2.6726 -2.1778
C -1.8443 -3.0666 -1.8772
C -1.4647 -3.9126 -0.8374
C -1.0369 -5.2102 -1.0963
C -0.9688 -5.6668 -2.3987
C -1.3381 -4.8314 -3.4478
C -1.7756 -3.5429 -3.1864
P -1.3091 1.1938 -1.6152
C -2.6680 2.4302 -1.7903
C -2.9478 3.1185 -2.9676
C -4.0640 3.9362 -3.0582
C -4.9001 4.0904 -1.9593
C -4.6077 3.4402 -0.7688
C -3.4923 2.6158 -0.6834
C -0.0606 1.9170 -2.7449
C 0.6433 1.2160 -3.7203
C 1.7026 1.8215 -4.3844
C 2.0814 3.1182 -4.0705
C 1.3974 3.8162 -3.0826
C 0.3308 3.2205 -2.4303
H -6.7327 -1.6791 -6.8472
H -6.0480 -1.7090 -5.2161
H -5.0483 -2.1552 -6.6144
H -3.3132 1.2143 -6.0055
H -3.1068 -0.4963 -6.3454
H -4.2060 -0.9970 -4.0968
H -4.1919 0.7193 -3.7523
H -1.6990 0.7153 -4.2341
H -1.7159 -1.0157 -4.2904
H -4.5169 0.3361 -0.6872
H -6.9395 0.3823 -1.0701
H -8.0598 -1.5505 -2.1655
H -6.7166 -3.5245 -2.8308
H -4.2838 -3.5406 -2.4804
H -1.4567 -3.5345 0.1789
H -0.7108 -5.8358 -0.2765
H -0.6046 -6.6666 -2.6049
H -1.2721 -5.1812 -4.4712
H -2.0600 -2.9098 -4.0141
H -2.2827 3.0236 -3.8197
H -4.2774 4.4550 -3.9846
H -5.7722 4.7301 -2.0276
H -5.2402 3.5747 0.0994
H -3.2513 2.1136 0.2467
H 0.4200 0.1786 -3.9073
H 2.2528 1.2512 -5.1222
H 2.9230 3.5781 -4.5750
H 1.7049 4.8119 -2.7898
H -0.1614 3.7732 -1.6372
F -0.7454 0.6183 2.9066
C -1.0809 -0.0292 1.7568
F -2.3207 0.5891 1.4280
F -1.4994 -1.2773 2.1784
Se 1.4813 4.8617 1.0062
C 1.1551 3.0810 0.7966
N 0.9608 1.9540 0.5974
C 2.1150 -3.6475 -3.4906
N 1.8212 -3.4660 -2.0887
C 2.3489 -4.3870 -1.1639
C 2.2850 -4.0505 0.1917
C 1.7081 -2.8709 0.5754
O 1.7503 -2.3808 1.8003
N 1.0660 -2.0438 -0.3683
C 1.1843 -2.3266 -1.6984
O 0.6888 -1.5512 -2.5302
H 2.2428 -4.7162 -3.6733
H 3.0264 -3.1142 -3.7772
H 1.2896 -3.2761 -4.0942
H 2.7749 -5.2847 -1.5754
H 2.7546 -4.6755 0.9374
N 4.0780 2.1253 -0.0476
C 4.7443 1.3363 -1.0516
C 3.8326 0.2306 -1.5688
O 4.1963 -0.6560 -2.2965
O 2.5518 0.3665 -1.1895
H 4.4622 3.0467 0.0955
H 3.9927 1.6258 0.8302
H 2.5487 1.1832 -0.6208
H 5.6859 0.8504 -0.7657
H 4.9442 1.9734 -1.9195
C 7.9930 -1.5062 5.1034
C 7.5715 -0.2748 4.2907
C 8.3777 -0.2658 2.9920
C 7.9392 0.9884 5.0786
C 6.0615 -0.3204 4.0358
C 5.1793 -0.1947 5.0985
C 3.7872 -0.2546 4.9236
C 3.2884 -0.4469 3.6557
O 2.0157 -0.4977 3.2680
B 1.9748 -0.8712 1.8249
O 3.4958 -0.7063 1.4208
C 4.1681 -0.5833 2.5677
C 5.5352 -0.5204 2.7432
H 9.0666 -1.4868 5.3155
H 7.7645 -2.4213 4.5551
H 7.4556 -1.5487 6.0508
H 9.4451 -0.2026 3.2220
H 8.1146 0.5857 2.3624
H 8.2147 -1.1731 2.4096
H 9.0219 1.0463 5.2271
H 7.4655 1.0023 6.0595
H 7.6149 1.8826 4.5450
H 5.5611 -0.0480 6.1016
H 3.1122 -0.1451 5.7621
H 6.1694 -0.6300 1.8748
*
```

Results of the Löwdin charge analysis, in e, for atoms 1 through 99: 0.81 -0.43 0.78 -0.52 -0.25 -0.26 -0.45 1.07 -0.33 -0.10 -0.08 -0.11 -0.11 -0.10 -0.37 -0.10 -0.08 -0.10 -0.10 -0.10 1.02 -0.32 -0.10 -0.09 -0.10 -0.09 -0.10 -0.36 -0.10 -0.08 -0.10 -0.09 -0.12 0.02 0.01 0.04 0.07 0.08 0.08 0.11 0.08 0.10 0.08 0.10 0.09 0.09 0.09 0.10 0.10 0.09 0.09 0.09 0.11 0.10 0.09 0.10 0.09 0.08 0.10 0.09 0.10 0.09 0.01 -0.56 -0.10 -0.02 0.36 -0.88 -0.01 -0.05 -0.06 -0.10 -0.04 -0.37 0.08 0.04 -0.55 -0.02 0.07 0.09 0.07 0.07 0.10 0.04 -0.16 -0.50 0.10 0.02 0.08 0.08 0.06 0.12 0.12 -0.06 -0.57 -0.08 -0.07 -0.21 -0.08


Below is a structure of composition C47H51BN8S5Se2Te2Zr, with properties calculated with ωB97M-V/def2-TZVPD.

Results
highest occupied orbital energy: -11.5 eV
energy relative to the best compared isomer or geometry (same formula, charge and spin): 0.0 kcal/mol
electronic energy: -9661.2301 Ha

Geometry as ORCA input:
```
! wB97M-V def2-TZVPD RIJCOSX def2/J DEFGRID3
* xyz 2 1
Zr -0.5254 2.1403 0.5669
C 1.0877 2.2548 -3.9516
C 0.4072 0.9908 -3.5535
C -0.4390 0.2982 -4.3728
C -1.0881 -0.8740 -3.9197
N -0.8280 -1.3682 -2.7367
N 0.0126 -0.7038 -1.9363
B 0.1669 -1.3044 -0.5579
N 1.5328 -1.4493 0.0315
N 2.2823 -2.1825 -0.8269
C 3.4845 -2.5129 -0.4680
C 3.9780 -2.1543 0.8207
C 3.2365 -1.4053 1.6765
C 3.7267 -0.9994 3.0248
C 1.9421 -0.9723 1.2210
S 1.0150 0.1157 2.1331
C 4.3381 -3.3000 -1.4436
C 4.6448 -4.6712 -0.8233
C 3.6171 -3.4933 -2.7764
C 5.6432 -2.5296 -1.6816
N -1.0453 -1.3123 0.3510
N -0.8095 -2.4942 -0.2381
C -1.5211 -3.5605 -0.0205
C -2.5940 -3.3922 0.9014
C -2.8591 -2.2048 1.5178
C -3.9755 -2.0413 2.4882
C -2.0233 -1.0609 1.2150
S -2.2662 0.4607 1.8855
C -1.2258 -4.8572 -0.7267
C 0.0254 -4.7314 -1.5916
C -2.4455 -5.1917 -1.6026
C -1.0201 -5.9574 0.3261
C 0.5707 0.4790 -2.2388
S 1.4575 1.3423 -1.0343
C -2.1216 -1.6364 -4.7354
C -3.4018 -1.7426 -3.8932
C -1.5752 -3.0356 -5.0426
C -2.4445 -0.9217 -6.0460
H 0.8344 2.5204 -4.9755
H 0.7829 3.0638 -3.2842
H 2.1705 2.1491 -3.8645
H -0.6233 0.6576 -5.3755
H 4.9686 -2.4787 1.1113
H 4.6928 -1.4550 3.2318
H 3.8281 0.0856 3.0837
H 3.0167 -1.2947 3.7980
H 3.7284 -5.2399 -0.6526
H 5.2762 -5.2463 -1.5009
H 5.1759 -4.5843 0.1257
H 2.6916 -4.0562 -2.6564
H 3.3733 -2.5371 -3.2409
H 4.2654 -4.0467 -3.4559
H 6.2320 -2.4177 -0.7698
H 6.2571 -3.0730 -2.4000
H 5.4466 -1.5362 -2.0891
H -3.2179 -4.2488 1.1157
H -4.5144 -2.9751 2.6262
H -3.5864 -1.7033 3.4506
H -4.6660 -1.2712 2.1397
H -0.0633 -3.9257 -2.3222
H 0.9116 -4.5431 -0.9830
H 0.1788 -5.6656 -2.1318
H -2.6138 -4.4228 -2.3577
H -2.2674 -6.1387 -2.1123
H -3.3554 -5.3001 -1.0111
H -0.1819 -5.7265 0.9855
H -1.9091 -6.1164 0.9369
H -0.8015 -6.8963 -0.1823
H -3.2096 -2.2473 -2.9454
H -3.8147 -0.7560 -3.6726
H -4.1535 -2.3110 -4.4425
H -1.3747 -3.5870 -4.1249
H -2.3073 -3.5955 -5.6258
H -0.6511 -2.9850 -5.6212
H -2.8253 0.0880 -5.8776
H -1.5788 -0.8657 -6.7089
H -3.2201 -1.4769 -6.5726
Se -2.4904 1.5108 -1.1073
Te -2.6475 3.1879 -3.0039
Te -2.3125 5.2685 -1.3511
Se -0.0501 4.4911 -0.5929
S -6.1456 3.6317 1.3623
C -7.6067 4.4563 1.6672
C -7.4633 5.4084 2.6299
C -6.1378 5.4888 3.1179
C -5.2946 4.5923 2.5145
C -3.8645 4.4190 2.7492
C -3.1023 3.6215 1.8729
N -1.7963 3.4443 1.9956
C -1.1414 4.0746 3.0017
C -1.8136 4.8437 3.9551
C -1.0600 5.4754 5.0010
C 0.2851 5.3739 5.0470
C 1.0003 4.6162 4.0598
C 2.3972 4.5191 4.0341
C 3.0315 3.7888 3.0436
C 2.2105 3.1244 2.1169
N 0.8907 3.1839 2.1292
C 0.2791 3.9399 3.0686
C 4.4858 3.6791 2.9489
C 5.4253 4.4084 3.6276
C 6.7528 4.0576 3.2798
C 6.8035 3.0721 2.3440
S 5.2433 2.5415 1.8956
C -3.2003 5.0014 3.8121
H -8.4997 4.1876 1.1266
H -8.2715 6.0372 2.9713
H -5.8262 6.2028 3.8661
H -3.5687 3.0989 1.0475
H -1.5956 6.0537 5.7425
H 0.8511 5.8711 5.8238
H 2.9710 5.0238 4.8004
H 2.6531 2.5118 1.3406
H 5.1868 5.1893 4.3344
H 7.6296 4.5289 3.6970
H 7.6766 2.6260 1.8965
H -3.7400 5.5869 4.5452
*
```

Results of the Löwdin charge analysis, in e, for atoms 1 through 99: 0.77 -0.05 -0.26 0.07 -0.18 0.20 0.03 -0.69 0.00 0.20 -0.19 0.08 -0.23 -0.05 -0.60 0.73 -0.55 -0.03 -0.04 -0.03 0.12 0.24 -0.11 0.10 -0.20 -0.04 -0.64 0.67 -0.52 -0.04 -0.01 -0.02 -0.59 0.65 -0.54 -0.03 -0.03 -0.05 0.10 0.04 0.10 0.13 0.13 0.09 0.06 0.09 0.09 0.10 0.08 0.07 0.09 0.10 0.08 0.10 0.10 0.14 0.10 0.10 0.10 0.07 0.07 0.11 0.07 0.10 0.09 0.10 0.09 0.10 0.06 0.09 0.10 0.05 0.10 0.10 0.09 0.09 0.10 -0.09 0.27 0.27 -0.09 1.07 -0.39 -0.16 -0.10 -0.48 -0.17 -0.17 -0.09 -0.16 -0.11 0.01 0.01 -0.11 0.09 -0.17 -0.13 -0.09 -0.16